(1)
Below is the molecule C19H15ClN4OS in a non-equilibrium geometry, with properties calculated with ωB97M-V/def2-TZVPD.

The SMILES is Clc1ccccc1CSc1nnc(-c2cccnc2)n1Cc1ccco1. The value obtained for the energy is -1885.6592 Eh. The HOMO energy comes out at -8.2633 eV. Its energy relative to the best compared isomer or geometry (same formula, charge and spin) is 0.0174 eV.

```
41
Properties=species:S:1:pos:R:3:forces:R:3:lowdin_charge:R:1
Cl -4.7231 -1.4293 -0.8039 -0.0583 -0.1788 -0.0572 0.699
S -1.3764 -1.3452 0.3698 -0.3540 -0.4282 0.0738 0.998
O 1.5697 -2.8410 0.5059 -0.4303 0.3754 0.0053 0.036
N -0.2345 0.8658 1.4776 -0.8276 -0.6907 0.0070 0.023
N 4.2956 3.4612 -0.2997 0.1344 0.5171 0.0042 0.067
N 0.8903 1.5751 1.3473 1.1553 0.6516 -0.1034 0.085
N 1.0030 -0.0978 -0.0647 -0.3569 0.5148 0.4764 0.009
C -3.6938 2.8433 0.1288 -0.0255 0.0438 -0.0206 -0.074
C -4.9277 1.2295 -1.1447 -0.0187 -0.0979 -0.0247 -0.109
C 2.9418 1.5180 0.0397 0.5727 0.1352 -0.2088 -0.129
C -2.7362 -0.5989 1.3515 0.3613 -0.0685 -0.1869 -0.410
C 2.3732 -3.8741 0.7997 0.7732 -0.5456 -0.1499 -0.104
C -3.4045 0.4920 0.5869 -0.1273 0.0125 -0.0513 -0.324
C 3.1542 2.9017 0.0394 -0.3478 -0.3346 0.0344 -0.086
C -0.1724 -0.1295 0.6318 0.0469 0.0615 0.0694 -0.607
C 1.3832 -1.0156 -1.1073 -0.0038 -0.5181 -0.0318 -0.067
C 5.3005 2.6768 -0.6560 0.2219 -0.2754 -0.0614 -0.148
C -4.3221 0.2138 -0.4243 0.0456 0.3318 0.0777 -0.615
C -3.0971 1.8234 0.8474 -0.1072 0.0274 0.0241 -0.042
C 3.4202 -3.9295 -0.0658 -0.3661 -0.1465 0.4277 -0.053
C -4.6113 2.5473 -0.8652 0.0286 0.0090 0.0027 -0.084
C 5.2124 1.2932 -0.6730 -0.0275 0.0589 -0.0016 -0.054
C 1.6456 1.0104 0.4412 -0.4172 -0.0840 0.2117 -0.255
C 4.0137 0.7005 -0.3134 -0.1035 0.2180 0.0435 -0.013
C 2.0996 -2.2125 -0.5625 0.7059 0.0886 -0.6817 -0.278
C 3.2449 -2.8415 -0.9561 -0.5977 0.3953 0.0650 -0.034
H -3.4136 -1.4270 1.5566 0.1039 0.0385 0.0581 0.062
H 4.2166 -4.6443 -0.0740 0.1335 -0.1944 0.0735 0.102
H 0.4593 -1.3365 -1.6070 0.1692 0.1618 -0.0414 0.119
H -3.4403 3.8696 0.3452 0.0212 0.0999 0.0230 0.104
H 2.3536 3.5670 0.3303 -0.1306 -0.0096 0.0244 0.115
H 6.2159 3.1845 -0.9291 0.1151 -0.0445 -0.0450 0.104
H -5.0810 3.3392 -1.4285 -0.0469 0.0658 -0.0522 0.103
H 6.0634 0.6900 -0.9491 0.0888 -0.0218 -0.0218 0.102
H -5.6382 0.9847 -1.9187 -0.0606 -0.0451 -0.0585 0.102
H 3.8769 -2.5719 -1.7779 0.1014 0.1349 -0.1893 0.114
H -2.2806 -0.2276 2.2665 -0.1276 -0.0448 0.0320 0.079
H -2.3676 2.0451 1.6112 0.0144 -0.0047 0.0511 0.101
H 2.0993 -4.4841 1.6368 -0.1232 -0.0202 0.1370 0.124
H 3.9265 -0.3756 -0.2780 -0.0168 -0.0606 0.0012 0.095
H 2.0223 -0.5014 -1.8296 -0.1183 -0.1275 0.0643 0.142
```
Positions in Å, forces in eV/Å.

(2)
Below is a structure of composition C19H15CoN11 in a non-equilibrium geometry, with properties calculated with ωB97M-V/def2-TZVPD.

The value obtained for the energy is -2718.0002 Eh. The HOMO energy (spin up / spin down) comes out at 0.1790 / -1.6393 eV. Its energy relative to the best compared isomer or geometry (same formula, charge and spin) is 1.4574 eV. The charge is -2. As for the spin multiplicity: 4.

```
46
Properties=species:S:1:pos:R:3:forces:R:3:lowdin_charge:R:1
Co -0.1389 -0.3934 0.2234 -0.5374 -0.1717 -0.0504 0.463
N 1.5796 -0.1870 1.2431 0.3150 0.1007 0.0701 0.063
N 2.8033 0.8177 3.5219 0.4435 0.6300 0.1174 -0.109
N 0.1136 -0.6918 -1.8486 -0.3083 0.2828 0.6707 -0.039
N 1.9687 -2.2949 2.0937 0.1622 0.2091 0.0362 0.127
N 1.8227 1.5923 2.8812 -0.4866 -0.1627 -0.1125 -0.007
N -0.8676 -3.2413 0.3192 -0.2976 -0.1128 -0.1497 -0.054
N -0.0346 -2.2609 0.7129 0.4819 -0.5521 0.4864 -0.029
N 0.6619 -4.1883 1.5187 0.4218 0.2535 0.2444 -0.011
N -1.0304 -0.8548 -2.4954 0.4473 -0.1299 -0.9043 0.035
N -0.4566 -4.3600 0.7920 -0.1718 -0.1178 -0.0975 -0.130
N 2.7421 -0.4762 3.2921 -0.1357 -0.7210 0.0391 -0.040
C 1.3756 1.2233 1.5454 0.1136 0.0316 0.2620 -0.489
C 1.0003 2.2096 -0.5197 0.7524 0.2429 0.0131 -0.086
C 2.3758 -1.1776 -4.7261 0.2095 0.0260 0.0035 -0.149
C -0.1360 1.2869 1.2880 0.0724 0.9541 -0.4954 -0.114
C 3.6161 -0.9831 -4.1243 0.1177 0.0039 -0.1113 -0.163
C -3.4036 -0.8792 -2.2781 0.2567 -0.0131 -0.0829 -0.072
C 2.5056 -0.6266 -2.0091 -0.2304 -0.0214 0.1451 -0.043
C -1.9813 -0.5286 -0.3058 0.1413 0.1004 -0.3014 -0.164
C 2.0705 -0.9165 2.2296 0.0457 0.1375 -0.1026 -0.444
C 1.2385 -0.8048 -2.6051 0.2329 -0.0874 -0.5091 -0.271
C -2.1233 -0.7610 -1.7051 -0.3507 0.1625 0.6902 -0.327
C -0.2908 1.7200 -0.0316 -0.4728 -0.0577 0.7176 -0.156
C 0.9034 -2.8859 1.4526 -0.6596 -0.2910 -0.4141 -0.451
C -4.5307 -0.7945 -1.4843 -0.2082 0.0164 0.0323 -0.161
C -3.1368 -0.4244 0.4456 0.0839 0.0664 0.1064 -0.136
C 3.6580 -0.7098 -2.7575 0.1485 -0.0115 -0.0987 -0.133
C 1.9574 2.0167 0.3960 -0.3122 0.0868 -0.2526 -0.035
C -4.4077 -0.5668 -0.1192 -0.1558 0.0035 0.0433 -0.156
C 1.2109 -1.0942 -3.9936 -0.2240 0.0320 0.0659 -0.056
H -0.8562 1.3473 2.0938 -0.0546 -0.3064 -0.0747 0.117
H 2.5419 -0.4357 -0.9454 0.0222 0.0171 0.0438 0.077
H 1.1451 2.6386 -1.5020 -0.0040 -0.0619 -0.0562 0.100
H -5.5161 -0.9057 -1.9283 0.0108 0.0078 -0.0048 0.074
H 4.6179 -0.5619 -2.2731 -0.0095 -0.0151 0.0414 0.086
H 0.2489 -1.2484 -4.4594 -0.0103 0.0016 0.0147 0.076
H 3.0175 2.1981 0.2955 0.0638 -0.0606 -0.0520 0.102
H -5.2934 -0.5069 0.5074 0.0190 0.0074 -0.0211 0.070
H 4.5300 -1.0489 -4.7046 -0.0037 0.0000 0.0093 0.069
H 2.1089 2.5599 2.9261 0.0848 -0.1175 0.0195 0.089
H 2.3287 -1.3978 -5.7896 -0.0434 -0.0068 0.0315 0.080
H -3.4785 -1.0390 -3.3487 0.0012 -0.0390 0.0043 0.085
H -1.2227 2.0699 -0.4561 -0.0259 -0.3631 -0.0777 0.110
H 2.3771 -2.8401 2.8345 -0.0072 0.0897 0.0278 0.118
H -3.0754 -0.2327 1.5150 0.0614 -0.0433 0.0328 0.081
```
Positions in Å, forces in eV/Å.

(3)
Below is a cluster of 2 separate species, C19H15FN3 in total in a non-equilibrium geometry, with properties calculated with ωB97M-V/def2-TZVPD.

The value obtained for the energy is -996.8725 Eh. The HOMO energy comes out at -11.5503 eV. Its energy relative to the best compared isomer or geometry (same formula, charge and spin) is 0.0000 eV. The charge is +1.

```
38
Properties=species:S:1:pos:R:3:forces:R:3:lowdin_charge:R:1
F 4.8496 0.2274 2.8491 -1.5696 -0.2842 -0.0025 0.112
N -1.5383 0.0558 -0.9481 -1.0835 0.7309 0.1685 -0.010
N -0.6277 -0.6778 -0.4496 0.2228 -0.2277 0.4937 0.053
N -1.3525 0.2044 -2.2625 0.7938 -0.3022 -1.0714 0.067
C -0.2271 -0.4895 -2.6487 -0.0179 -0.1264 0.6143 -0.187
C 1.3789 -1.8510 -1.4441 -0.2128 0.1287 0.2449 -0.021
C 1.7627 -1.6733 2.8195 -0.3081 0.1597 0.0165 0.012
C -2.9896 -1.2099 2.8440 0.3356 -0.2120 -0.0076 0.010
C -1.8276 -0.4058 2.8149 -0.0205 0.0742 0.0380 -0.185
C -4.3997 0.7106 2.8861 -0.0654 -0.1216 -0.0246 -0.017
C -4.2456 -0.6622 2.8795 -0.3253 -0.2629 0.0124 -0.040
C 1.5730 -1.4873 -3.8247 -0.1588 0.1064 0.0161 -0.071
C -0.5796 -1.0804 2.7815 -0.0737 0.4421 -0.1071 0.127
C 2.5809 0.9567 2.8180 0.3914 0.6045 -0.0282 0.035
C 1.2379 0.6707 2.7991 0.1665 -0.1558 -0.0151 0.031
C 2.0348 -2.0576 -2.6283 0.0466 -0.0470 0.1674 -0.078
C 0.7737 -0.6625 2.7971 0.1048 0.0991 0.0388 -0.185
C 0.4494 -0.7034 -3.8520 -0.3986 0.3113 -0.1695 -0.014
C -2.0216 0.9912 2.8284 0.0090 0.0589 -0.0176 0.016
C 0.2258 -1.0545 -1.4492 0.2548 0.0136 -0.9411 -0.241
C -3.2852 1.5309 2.8616 0.2514 0.3373 -0.0296 -0.036
C 3.5279 -0.0594 2.8377 0.2201 -0.1034 -0.0338 -0.205
C 3.0997 -1.3782 2.8402 0.8251 -0.3240 0.0230 0.025
H 2.9233 -2.6671 -2.6433 0.1163 -0.0810 -0.0189 0.106
H 1.4501 -2.7022 2.8344 -0.0314 -0.2751 -0.0319 0.128
H 0.0857 -0.2590 -4.7628 0.0322 0.0239 -0.2409 0.112
H 2.9395 1.9728 2.8089 -0.0719 0.2057 0.0120 0.134
H 3.8430 -2.1579 2.8628 0.0655 -0.1728 -0.0003 0.133
H -2.8818 -2.2804 2.8480 0.0526 -0.2677 -0.0426 0.124
H 1.7290 -2.2769 -0.5216 0.1332 -0.1672 0.2165 0.098
H -5.3894 1.1367 2.9065 -0.1233 0.1004 0.0148 0.123
H -3.4234 2.6011 2.8610 0.1085 0.0902 0.0132 0.120
H -0.6865 -2.1520 2.7524 -0.0345 -0.3431 -0.0019 0.126
H 2.1110 -1.6666 -4.7393 0.0940 -0.0361 -0.1542 0.109
H -1.1828 1.6540 2.8074 0.0565 0.2184 -0.0206 0.093
H -5.1171 -1.2985 2.9015 -0.0134 -0.0893 0.0007 0.121
H -1.9575 0.7583 -2.8762 0.1983 -0.3472 0.8885 0.174
H 0.5437 1.4834 2.7764 0.0300 0.2415 -0.0198 0.097
```
Positions in Å, forces in eV/Å.